Molecular formula: C35H35Cl2FN3O
Method: DFT, ωB97M-V/def2-TZVPD

```
77
Properties=species:S:1:pos:R:3:lowdin_charge:R:1
Cl -6.061 1.377 -2.759 0.71
C -6.004 -0.093 -3.642 -0.74
N -4.931 -0.852 -3.402 0.02
F -2.636 -0.748 1.054 -0.12
C -4.854 -2.005 -4.074 -0.74
Cl -3.458 -2.939 -3.739 0.70
C -5.820 -2.449 -4.995 -0.08
C -6.935 -1.642 -5.237 -0.05
C -7.028 -0.435 -4.542 -0.08
H -5.653 -3.402 -5.481 0.10
H -7.706 -1.944 -5.946 0.12
H -7.850 0.264 -4.657 0.10
C -4.332 2.819 0.599 -0.03
C -2.910 2.532 0.226 -0.24
C -2.602 1.389 -0.511 0.00
C -1.279 1.012 -0.774 -0.18
C -1.016 -0.196 -1.616 -0.01
C -0.257 1.790 -0.213 -0.13
N 1.091 1.321 -0.249 0.09
C 1.578 0.173 0.292 -0.10
C 0.816 -0.975 0.812 -0.26
C -0.239 -0.819 1.833 -0.13
C -0.957 -2.001 2.181 0.08
C -0.346 0.412 2.601 -0.17
C 0.793 1.184 2.889 -0.04
C 0.720 2.311 3.702 -0.07
C -0.506 2.722 4.223 -0.06
C -1.657 1.968 3.962 -0.05
C -1.569 0.808 3.199 -0.01
O 1.074 -2.102 0.332 0.13
N 2.870 0.051 -0.104 0.09
C 3.725 -1.092 -0.006 -0.13
C 4.101 -1.613 1.239 -0.19
C 3.619 -1.029 2.525 -0.02
C 4.971 -2.709 1.281 0.02
C 5.514 -3.253 0.116 -0.25
C 6.464 -4.412 0.195 -0.04
C 5.146 -2.701 -1.112 0.02
C 4.249 -1.626 -1.191 -0.19
C 3.847 -1.116 -2.536 -0.03
C 3.243 1.246 -0.736 0.03
C 2.159 2.019 -0.828 0.03
C -0.526 3.031 0.389 -0.19
C 0.551 3.961 0.846 -0.04
C -1.863 3.374 0.618 0.01
H -4.414 3.806 1.064 0.08
H -4.981 2.783 -0.284 0.06
H -4.707 2.073 1.312 0.09
H -3.407 0.740 -0.852 0.12
H -0.173 -0.048 -2.304 0.09
H -0.817 -1.093 -1.013 0.07
H -1.916 -0.416 -2.209 0.08
H -1.323 -2.055 3.209 0.12
H -2.206 -1.553 1.511 0.05
H -0.660 -2.930 1.698 0.10
H 1.762 0.834 2.524 0.09
H 1.634 2.863 3.913 0.12
H -0.563 3.628 4.829 0.11
H -2.629 2.278 4.352 0.12
H -2.460 0.211 3.012 0.11
H 4.182 -1.485 3.349 0.10
H 3.776 0.056 2.583 0.09
H 2.560 -1.254 2.703 0.08
H 5.236 -3.132 2.252 0.13
H 6.951 -4.576 -0.770 0.08
H 7.237 -4.233 0.951 0.09
H 5.944 -5.337 0.475 0.09
H 5.554 -3.117 -2.037 0.13
H 4.266 -1.787 -3.296 0.09
H 2.756 -1.109 -2.671 0.09
H 4.234 -0.109 -2.743 0.08
H 4.240 1.391 -1.111 0.15
H 2.017 2.984 -1.285 0.14
H 0.129 4.656 1.583 0.09
H 1.386 3.448 1.333 0.07
H 0.943 4.564 0.013 0.09
H -2.088 4.306 1.145 0.13
```

HOMO-LUMO gap in eV: 6.520
ΔE to the lowest compared entry with this formula, charge and spin in eV: 0.000
E_tot in eV: -71136.79818
LUMO energy in Eh: -0.1691
Maximum force in eV Å⁻¹: 4.4
Total charge: +1